[1]
A structure of composition C34H47BInN8O2S2Se, computed with the ωB97M-V functional and the def2-TZVPD basis.

- Frontier orbital gap: 7.156 eV
- Calculated total energy: -5324.364748 hartree
- Energy above the lowest of the compared OMol25 structures with the same formula, charge and spin: 8.3 kcal per mole
- HOMO: -14.73 eV

The geometry in ORCA input format:
```
! RIJCOSX wB97M-V def2-TZVPD def2/J DEFGRID3
* xyz 3 1
In 0.1764 -1.0367 2.4095
C 2.4174 -0.2622 4.4759
C 1.8382 -1.4744 5.2040
N 0.7056 -2.0650 4.4429
C 0.7297 -3.5423 4.2939
C 1.3192 -4.2094 1.8048
S 1.6955 -2.6635 0.8729
C 3.3681 -2.1540 1.3321
C 3.5165 -1.5928 2.7345
N 2.5278 -0.5494 3.0389
H 1.7548 0.5987 4.5936
H 3.3770 0.0008 4.9291
H 2.6008 -2.2357 5.3572
H 1.5070 -1.1714 6.1970
H -0.1417 -1.8324 4.9515
H 1.7414 -3.9085 4.4635
H 0.1185 -3.9950 5.0778
H 2.9694 -4.4390 3.0048
H 0.8546 -4.8220 1.0276
H 4.0435 -2.9936 1.1723
H 3.6002 -1.3994 0.5778
H 3.3923 -2.3944 3.4621
H 4.5375 -1.2193 2.8611
H 2.7631 0.2986 2.5304
C -2.4344 6.3480 -8.1572
C -2.9876 5.1420 -7.3638
N -2.0895 3.9995 -7.4876
C -1.8445 3.7116 -8.8963
C -1.0418 4.8626 -9.5463
N -1.0274 5.9948 -8.5547
C -0.2307 5.6055 -7.3382
C -0.8274 4.2827 -6.8112
H -2.3916 7.2648 -7.5723
H -2.9839 6.5437 -9.0763
H -3.9727 4.8699 -7.7383
H -3.0914 5.3906 -6.3084
H -2.8031 3.5811 -9.3960
H -1.2944 2.7767 -8.9860
H -1.4908 5.2349 -10.4649
H -0.0036 4.6011 -9.7436
H -0.5941 6.8074 -8.9893
H -0.3215 6.4269 -6.6290
H 0.8101 5.5183 -7.6444
H -0.9991 4.3502 -5.7378
H -0.1424 3.4547 -6.9889
Se 2.0855 -6.6614 2.7066
N 0.3552 -6.5263 3.1511
C -0.3454 -5.4606 3.1273
C -1.7900 -5.6134 3.2481
C -2.6145 -4.6148 2.9012
C -2.0456 -3.3620 2.4615
N -0.7906 -3.0828 2.4575
C 0.2114 -4.0523 2.9176
N 2.4898 -4.9012 2.2419
H -2.1509 -6.5894 3.5477
H -3.6896 -4.7199 2.9116
H -2.7189 -2.5739 2.1339
C 3.8023 3.8826 -3.1959
C 2.5601 4.6727 -2.7755
C 3.0027 5.8595 -1.9036
C 1.9059 5.2244 -4.0541
C 1.6016 3.8258 -1.9505
C 0.3004 4.2776 -1.6909
C -0.5839 3.6163 -0.8448
C -0.1129 2.4717 -0.2472
O -0.7402 1.6336 0.6734
B 0.1928 0.6671 0.9663
O 1.3727 0.8576 0.2709
C 1.1588 2.0063 -0.4912
C 2.0351 2.6448 -1.3369
H 4.4183 4.4994 -3.8505
H 3.5401 2.9729 -3.7402
H 4.4241 3.6122 -2.3415
H 3.7265 6.4736 -2.4414
H 3.4718 5.5093 -0.9829
H 2.1559 6.4916 -1.6309
H 2.6024 5.9070 -4.5448
H 1.0026 5.8008 -3.8475
H 1.6697 4.4180 -4.7540
H -0.0344 5.2030 -2.1392
H -1.5788 3.9929 -0.6529
H 3.0284 2.2507 -1.4935
S -2.9615 1.8487 4.7390
C -1.8865 1.0875 3.6669
N -1.6508 -0.1835 3.8589
C -2.3975 -0.6464 4.9523
C -2.4542 -1.9556 5.4487
C -3.2421 -2.2204 6.5492
C -3.9889 -1.2098 7.1671
C -3.9654 0.0789 6.6818
C -3.1656 0.3461 5.5714
H -1.4361 1.6473 2.8583
H -1.9296 -2.7691 4.9658
H -3.2958 -3.2291 6.9363
H -4.5991 -1.4467 8.0275
H -4.5524 0.8594 7.1463
*
```

[2]
A structure of composition C34H47BeN2PSb, computed with the ωB97M-V functional and the def2-TZVPD basis.

- Frontier orbital gap: 8.060 eV
- Calculated total energy: -2029.505552 hartree
- Energy above the lowest of the compared OMol25 structures with the same formula, charge and spin: 15.1 kcal per mole
- HOMO: -10.18 eV

The geometry in ORCA input format:
```
! RIJCOSX wB97M-V def2-TZVPD def2/J DEFGRID3
* xyz 1 1
Be -0.2961 -0.2456 0.2163
N -1.6053 -0.6780 1.4349
C -2.6748 0.3453 1.5919
C -2.0781 1.6583 2.0748
C -1.0980 2.2457 1.0695
N 0.0892 1.3641 0.9103
H -2.0327 -1.5698 1.1995
H -1.1694 -0.8201 2.3428
H -3.4399 -0.0036 2.2872
H -3.1381 0.4965 0.6188
H -1.5827 1.5179 3.0435
H -2.8891 2.3690 2.2354
H -0.7863 3.2420 1.3850
H -1.5773 2.3293 0.0927
H 0.5776 1.3084 1.8013
H 0.7460 1.8310 0.2852
C 5.6242 -0.0432 -4.4213
C 4.3996 -0.6633 -4.6377
C 3.3136 -0.3595 -3.8331
C 3.4343 0.5781 -2.8046
C 4.6706 1.1767 -2.5783
C 5.7571 0.8717 -3.3887
P 2.0147 0.8537 -1.6725
C 2.3424 2.5633 -1.0320
C 2.1672 3.7493 -1.7457
C 2.4795 4.9731 -1.1733
C 2.9648 5.0416 0.1262
C 3.1388 3.8740 0.8520
C 2.8282 2.6493 0.2761
C 0.6281 1.0744 -2.8538
C 0.8932 1.6959 -4.0557
C -0.1099 1.9552 -4.9999
C -1.3748 1.5142 -4.7585
C -1.6677 0.7596 -3.6002
C -2.9407 0.1501 -3.5040
C -3.2069 -0.6979 -2.4786
C -2.2547 -0.8540 -1.4530
C -1.0267 -0.2175 -1.3996
C -0.6813 0.5491 -2.5825
H 6.4689 -0.2684 -5.0595
H 4.2945 -1.3844 -5.4389
H 2.3615 -0.8466 -4.0093
H 4.7872 1.8940 -1.7740
H 6.7086 1.3586 -3.2127
H 1.7808 3.7256 -2.7534
H 2.3465 5.8791 -1.7513
H 3.2095 5.9989 0.5678
H 3.5151 3.9171 1.8666
H 2.9951 1.7378 0.8397
H 1.9100 1.9644 -4.3066
H 0.1315 2.4827 -5.9141
H -2.1701 1.6941 -5.4727
H -3.6736 0.3389 -4.2794
H -4.1484 -1.2312 -2.4293
H -2.5388 -1.5340 -0.6552
C 1.7032 -1.4052 4.1267
C 1.1193 -2.5241 3.2653
C -0.2888 -2.8905 3.7333
Sb 1.2694 -2.0796 1.1221
C 0.4141 -3.9569 0.4355
C 1.1013 -5.1772 1.0380
C 0.3914 -3.9840 -1.0943
C 3.4164 -2.4574 1.0200
C 3.8516 -3.0786 -0.3039
C 4.1888 -1.1682 1.2900
H 1.6501 -1.6766 5.1848
H 1.1495 -0.4677 4.0043
H 2.7504 -1.2140 3.8931
H 1.7527 -3.4073 3.3743
H -0.9234 -2.0073 3.8516
H -0.2384 -3.3600 4.7189
H -0.7890 -3.5937 3.0639
H -0.6205 -3.9260 0.7939
H 2.1595 -5.2136 0.7769
H 0.6392 -6.0912 0.6550
H 1.0179 -5.1993 2.1258
H 1.4030 -4.0056 -1.5059
H -0.1214 -3.1113 -1.5069
H -0.1262 -4.8794 -1.4485
H 3.5936 -3.1626 1.8356
H 3.5607 -2.4559 -1.1503
H 3.4409 -4.0762 -0.4533
H 4.9419 -3.1650 -0.3235
H 4.0277 -0.4539 0.4848
H 5.2609 -1.3794 1.3314
H 3.9066 -0.6942 2.2318
*
```